{"formula": "C36H33BF4N7P2S4SbSe2W", "method": "ωB97M-V/def2-TZVPD", "multiplicity": 2, "relative_energy_kj_mol": 426.7, "e_lumo_ev": [-0.06, 0.03], "charge": -1, "symbols": ["W", "C", "C", "N", "C", "S", "N", "N", "C", "C", "C", "C", "C", "C", "C", "N", "H", "H", "H", "H", "H", "H", "H", "H", "H", "H", "H", "H", "H", "S", "Sb", "S", "S", "Se", "P", "C", "C", "C", "C", "C", "C", "C", "C", "C", "C", "C", "C", "C", "C", "N", "N", "N", "P", "Se", "C", "C", "C", "C", "C", "C", "C", "C", "C", "C", "C", "C", "H", "H", "H", "H", "H", "H", "H", "H", "H", "H", "H", "H", "H", "H", "H", "H", "H", "H", "H", "H", "F", "B", "F", "F", "F"], "xyz": [[-2.237, -1.526, -0.359], [0.282, 1.712, -4.046], [-1.044, 1.297, -4.681], [-1.299, -0.121, -4.568], [-1.777, -0.681, -3.431], [-2.508, 0.354, -2.228], [-1.749, -1.979, -3.326], [-2.231, -2.501, -2.157], [-2.680, -3.772, -2.147], [-2.644, -4.643, -3.364], [-3.253, -4.192, -0.929], [-3.797, -5.482, -0.723], [-4.440, -5.788, 0.442], [-4.575, -4.792, 1.433], [-4.007, -3.569, 1.216], [-3.305, -3.241, 0.102], [0.405, 2.788, -4.118], [1.121, 1.228, -4.541], [0.302, 1.426, -2.997], [-1.059, 1.557, -5.743], [-1.871, 1.807, -4.180], [-0.722, -0.743, -5.116], [-2.230, -4.065, -4.187], [-3.652, -4.968, -3.622], [-2.022, -5.522, -3.193], [-3.701, -6.208, -1.512], [-4.850, -6.771, 0.609], [-5.131, -4.968, 2.337], [-4.112, -2.777, 1.960], [1.231, -3.337, 3.026], [-0.852, -3.729, 2.160], [-1.781, -1.433, 2.145], [-0.390, -3.362, -0.180], [2.787, 3.599, -0.385], [2.830, 1.537, 0.014], [3.945, 0.579, -1.061], [4.659, 1.201, -2.072], [5.515, 0.455, -2.865], [5.650, -0.904, -2.644], [4.946, -1.521, -1.623], [4.098, -0.783, -0.820], [3.397, 1.045, 1.671], [4.423, 1.789, 2.239], [4.930, 1.424, 3.471], [4.414, 0.319, 4.132], [3.385, -0.418, 3.568], [2.875, -0.057, 2.334], [1.256, 0.718, -0.190], [-0.005, 0.804, 0.430], [-0.731, -0.165, -0.163], [0.012, -0.776, -1.088], [1.203, -0.259, -1.109], [-1.099, 1.817, 1.490], [-3.805, -0.045, 0.961], [-0.737, 3.442, 0.741], [-0.438, 4.569, 1.497], [-0.251, 5.785, 0.868], [-0.380, 5.888, -0.506], [-0.716, 4.777, -1.258], [-0.909, 3.560, -0.637], [-0.210, 1.872, 3.078], [1.066, 2.410, 3.178], [1.677, 2.492, 4.413], [1.015, 2.045, 5.546], [-0.256, 1.501, 5.446], [-0.871, 1.410, 4.211], [4.541, 2.266, -2.230], [6.072, 0.936, -3.656], [6.310, -1.489, -3.270], [5.053, -2.581, -1.448], [3.556, -1.262, -0.018], [4.798, 2.656, 1.708], [5.722, 2.010, 3.917], [4.813, 0.038, 5.097], [2.964, -1.278, 4.065], [2.071, -0.647, 1.915], [-0.339, 4.492, 2.571], [-0.003, 6.656, 1.454], [-0.230, 6.838, -0.993], [-0.832, 4.866, -2.328], [-1.200, 2.694, -1.217], [1.561, 2.778, 2.288], [2.672, 2.907, 4.488], [1.492, 2.123, 6.513], [-0.771, 1.152, 6.329], [-1.858, 0.982, 4.107], [-6.082, -2.309, -0.057], [-5.998, -1.644, -1.246], [-4.471, -1.540, -1.458], [-6.465, -0.381, -1.192], [-6.469, -2.373, -2.285]]}